# 1
{"formula": "C2H10N4", "method": "the ωB97M-V functional and the def2-TZVPD basis", "de_lowest_kj_mol": 143.2, "smiles": "[H]/N=C/N.NCN", "symbols": ["N", "C", "N", "H", "H", "H", "H", "H", "H", "N", "C", "N", "H", "H", "H", "H"], "xyz": [[-1.539, -1.502, 0.438], [-0.789, -0.796, 1.425], [-0.938, 0.627, 1.376], [-1.903, -2.416, 0.549], [-1.814, -1.104, -0.441], [-1.048, -1.153, 2.427], [0.277, -0.994, 1.456], [-1.843, 1.005, 1.594], [-0.418, 1.057, 0.637], [1.215, -0.238, -1.601], [1.344, 1.077, -1.316], [2.444, 1.713, -1.121], [0.357, -0.752, -1.544], [2.018, -0.693, -2.005], [0.442, 1.703, -1.390], [2.195, 2.466, -0.483]], "lowdin_charge": [-0.002, -0.405, 0.013, 0.048, 0.054, 0.107, 0.093, 0.068, 0.019, 0.093, -0.429, 0.035, 0.067, 0.098, 0.113, 0.028]}


# 2
{"formula": "C11H32N2O5", "method": "the ωB97M-V functional and the def2-TZVPD basis", "de_lowest_kj_mol": 411.8, "smiles": "NC(N)=O.CC(C)O.CC(C)O.CC(C)O.CO", "symbols": ["C", "O", "H", "H", "H", "H", "C", "O", "N", "N", "H", "H", "H", "H", "C", "C", "C", "O", "H", "H", "H", "H", "H", "H", "H", "H", "C", "C", "C", "O", "H", "H", "H", "H", "H", "H", "H", "H", "C", "C", "C", "O", "H", "H", "H", "H", "H", "H", "H", "H"], "xyz": [[0.120, -0.328, 1.405], [1.180, 0.095, 2.245], [0.183, -1.391, 1.325], [0.256, 0.142, 0.432], [-0.867, 0.026, 1.741], [1.299, 1.061, 2.242], [2.592, 2.197, 0.389], [1.874, 2.588, 1.538], [2.708, 0.949, -0.016], [3.335, 3.070, -0.279], [2.344, 0.133, 0.539], [3.202, 0.692, -0.879], [3.596, 2.868, -1.251], [3.376, 4.106, -0.105], [-2.975, -1.353, -1.546], [-1.711, -0.495, -1.787], [-0.396, -1.328, -1.835], [-1.713, 0.224, -2.797], [-3.206, -1.654, -0.530], [-3.025, -2.271, -2.208], [-3.825, -0.777, -1.872], [-1.739, 0.168, -0.915], [0.508, -0.717, -1.667], [-0.284, -1.738, -2.871], [-0.321, -2.174, -1.147], [-2.335, 0.907, -2.616], [1.502, -3.972, 0.329], [2.405, -2.810, -0.068], [3.286, -2.175, 1.053], [3.181, -3.007, -1.001], [1.029, -3.785, 1.246], [2.087, -4.893, 0.337], [0.857, -4.333, -0.553], [1.715, -2.096, -0.373], [2.588, -1.920, 1.888], [3.889, -1.332, 0.777], [3.869, -2.866, 1.526], [2.846, -2.450, -1.709], [-3.551, 1.572, 0.851], [-3.013, 2.954, 0.963], [-1.448, 2.904, 0.693], [-3.489, 3.678, 0.037], [-4.601, 1.596, 1.163], [-2.967, 0.850, 1.372], [-3.603, 1.226, -0.159], [-3.192, 3.311, 1.988], [-0.922, 2.225, 1.401], [-1.067, 3.934, 0.838], [-1.196, 2.636, -0.343], [-4.383, 3.749, 0.208]], "lowdin_charge": [-0.157, -0.152, 0.065, 0.050, 0.071, 0.027, -0.534, -0.136, 0.164, 0.136, 0.087, 0.128, 0.114, 0.146, -0.036, -0.642, -0.033, 0.048, 0.073, 0.096, 0.061, 0.102, 0.060, 0.100, 0.061, 0.110, -0.025, -0.664, -0.010, 0.049, 0.056, 0.077, 0.107, 0.060, 0.085, 0.067, 0.044, 0.128, -0.055, -0.602, -0.024, 0.039, 0.091, 0.060, 0.059, 0.147, 0.061, 0.083, 0.078, 0.078]}


# 3
{"formula": "C8H14O2", "method": "the ωB97M-V functional and the def2-TZVPD basis", "de_lowest_kj_mol": 870.3, "symbols": ["C", "C", "C", "C", "C", "C", "C", "C", "H", "H", "H", "H", "H", "H", "H", "H", "H", "H", "H", "H", "H", "H", "O", "O"], "xyz": [[4.502, 0.302, 0.073], [3.167, -0.499, -0.091], [1.975, 0.304, 0.061], [0.660, -0.399, 0.026], [-0.619, 0.389, 0.041], [-1.999, -0.466, -0.110], [-3.233, 0.389, 0.195], [-4.509, -0.392, -0.065], [4.224, 1.067, -0.928], [4.768, 0.664, 0.866], [5.384, -0.095, -0.245], [3.146, -1.068, 0.938], [3.285, -1.068, -1.027], [1.906, 0.972, 1.156], [1.874, 1.363, -0.811], [-2.172, -1.319, 0.644], [-1.894, -0.973, -0.821], [-3.182, 1.609, -0.671], [-3.342, 0.750, 1.181], [-4.387, -1.372, 0.025], [-4.941, 0.438, 0.621], [-4.731, -0.594, -1.007], [0.711, -1.570, 0.046], [-0.592, 1.570, -0.096]], "lowdin_charge": [-0.066, -0.294, -0.208, -0.415, -0.271, -0.087, -0.265, -0.111, 0.155, -0.041, 0.029, 0.152, 0.127, 0.206, 0.212, 0.160, -0.015, 0.223, 0.067, 0.026, 0.126, 0.026, 0.149, 0.116]}


# 4
{"formula": "C31H42IO2PPd", "method": "the ωB97M-V functional and the def2-TZVPD basis", "total_charge": -2, "de_lowest_kj_mol": 35.1, "symbols": ["Pd", "C", "C", "C", "C", "C", "C", "C", "C", "C", "C", "H", "H", "H", "H", "H", "H", "H", "H", "H", "H", "H", "H", "H", "H", "H", "C", "C", "C", "C", "P", "C", "C", "C", "C", "C", "C", "C", "C", "C", "C", "H", "H", "H", "H", "H", "H", "H", "H", "H", "H", "H", "H", "H", "H", "H", "H", "H", "H", "H", "H", "H", "H", "H", "I", "C", "C", "C", "C", "C", "C", "C", "O", "O", "H", "H", "H", "H"], "xyz": [[0.126, 0.408, 0.117], [-1.422, 0.434, 2.573], [-2.003, 0.576, 1.280], [-2.148, -0.732, 0.729], [-1.640, -1.653, 1.668], [-1.210, -0.938, 2.808], [-0.488, -1.525, 3.987], [-1.552, -3.138, 1.468], [-2.863, -1.085, -0.549], [-2.649, 1.819, 0.720], [-1.175, 1.545, 3.554], [-1.016, -2.387, 4.414], [-0.384, -0.787, 4.788], [0.526, -1.870, 3.737], [-2.487, -3.661, 1.716], [-0.765, -3.579, 2.088], [-1.319, -3.384, 0.427], [-2.197, -1.501, -1.308], [-3.305, -0.199, -1.007], [-3.668, -1.809, -0.362], [-3.726, 1.859, 0.947], [-2.546, 1.881, -0.366], [-2.199, 2.724, 1.137], [-1.914, 1.558, 4.369], [-1.223, 2.517, 3.059], [-0.186, 1.487, 4.022], [4.760, -0.747, -0.394], [3.239, -0.865, -0.480], [2.843, -1.400, -1.859], [2.772, -1.884, 0.568], [2.219, 0.707, -0.114], [3.075, 1.208, 1.476], [2.369, 0.873, 2.638], [2.885, 1.131, 3.900], [4.112, 1.766, 4.039], [4.823, 2.118, 2.900], [4.313, 1.828, 1.639], [2.616, 2.064, -1.369], [2.019, 1.622, -2.719], [1.719, 3.201, -0.863], [4.023, 2.594, -1.635], [5.215, -1.725, -0.596], [5.084, -0.429, 0.597], [5.159, -0.044, -1.127], [3.158, -2.447, -1.945], [3.328, -0.845, -2.663], [1.761, -1.347, -2.001], [3.209, -2.863, 0.338], [1.682, -1.961, 0.570], [3.090, -1.598, 1.574], [1.381, 0.427, 2.524], [2.311, 0.848, 4.775], [4.509, 1.988, 5.024], [5.784, 2.611, 2.988], [4.920, 2.068, 0.779], [1.076, 1.084, -2.594], [2.711, 0.999, -3.287], [1.820, 2.514, -3.323], [0.699, 2.805, -0.764], [1.728, 4.024, -1.587], [2.042, 3.574, 0.114], [4.715, 1.805, -1.935], [4.447, 3.137, -0.791], [3.970, 3.306, -2.468], [-0.011, 0.966, -10.024], [-0.500, 0.978, -7.974], [-1.424, 1.899, -7.509], [-1.752, 1.882, -6.158], [-1.177, 0.963, -5.289], [-0.251, 0.055, -5.789], [0.097, 0.050, -7.135], [-1.561, 0.950, -3.785], [-2.393, 1.814, -3.449], [-0.980, 0.080, -3.108], [-1.876, 2.615, -8.183], [-2.467, 2.579, -5.740], [0.189, -0.643, -5.087], [0.817, -0.659, -7.521]], "lowdin_charge": [0.407, -0.294, -0.341, -0.299, -0.278, -0.282, -0.086, -0.082, -0.070, -0.085, -0.081, 0.057, 0.053, 0.059, 0.058, 0.053, 0.063, 0.054, 0.061, 0.061, 0.065, 0.056, 0.049, 0.062, 0.055, 0.040, -0.102, -0.679, -0.112, -0.124, 0.941, -0.309, -0.107, -0.093, -0.120, -0.113, -0.112, -0.678, -0.118, -0.141, -0.106, 0.074, 0.062, 0.055, 0.074, 0.058, 0.072, 0.074, 0.058, 0.068, 0.068, 0.094, 0.086, 0.087, 0.076, 0.042, 0.060, 0.083, 0.048, 0.077, 0.071, 0.057, 0.054, 0.075, 0.734, -0.747, -0.175, -0.032, -0.120, -0.027, -0.170, -0.680, -0.049, -0.065, 0.077, 0.108, 0.111, 0.079]}


# 5
{"formula": "C12H7Cl2N3O2S", "method": "the ωB97M-V functional and the def2-TZVPD basis", "de_lowest_kj_mol": 0.0, "symbols": ["N", "C", "C", "C", "C", "N", "C", "O", "C", "Cl", "C", "Cl", "C", "O", "C", "C", "N", "C", "C", "S", "H", "H", "H", "H", "H", "H", "H"], "xyz": [[-2.365, -2.403, 1.464], [-1.344, -1.829, 1.366], [-0.126, -1.138, 1.219], [-0.182, 0.283, 0.836], [-1.176, 0.936, 1.706], [-1.893, 1.453, 2.474], [1.094, 1.077, 1.138], [1.021, 2.294, 1.116], [2.317, 0.327, 1.450], [3.734, 1.265, 1.629], [2.334, -1.033, 1.616], [3.762, -1.872, 2.026], [1.096, -1.860, 1.477], [1.089, -3.089, 1.581], [1.285, -0.671, -1.663], [-0.004, 0.041, -1.657], [-0.603, 0.543, -0.571], [-1.914, 1.197, -0.803], [-2.196, 1.149, -2.287], [-0.833, 0.294, -3.126], [1.761, -0.708, -0.691], [1.133, -1.699, -2.017], [1.968, -0.175, -2.362], [-2.689, 0.645, -0.253], [-1.873, 2.238, -0.455], [-3.108, 0.586, -2.494], [-2.287, 2.149, -2.718]], "lowdin_charge": [0.142, -0.223, -0.168, -0.314, -0.167, 0.229, -0.346, 0.113, -0.628, 0.753, -0.591, 0.784, -0.451, 0.030, -0.013, -0.500, 0.021, -0.144, -0.370, 1.084, 0.062, 0.123, 0.111, 0.141, 0.144, 0.089, 0.088]}


# 6
{"formula": "C44H112N8O14", "method": "the ωB97M-V functional and the def2-TZVPD basis", "de_lowest_kj_mol": 872.7, "smiles": "COC[C@H](C)N.COC[C@H](C)N.COCCNCCOC.COCCNCCOC.COCCNCCOC.COCCNCCOC.COCCNCCOC.COCCNCCOC", "symbols": ["C", "O", "C", "C", "N", "C", "C", "O", "C", "H", "H", "H", "H", "H", "H", "H", "H", "H", "H", "H", "H", "H", "H", "H", "C", "O", "C", "C", "N", "C", "C", "O", "C", "H", "H", "H", "H", "H", "H", "H", "H", "H", "H", "H", "H", "H", "H", "H", "C", "O", "C", "C", "N", "C", "C", "O", "C", "H", "H", "H", "H", "H", "H", "H", "H", "H", "H", "H", "H", "H", "H", "H", "C", "O", "C", "C", "N", "C", "C", "O", "C", "H", "H", "H", "H", "H", "H", "H", "H", "H", "H", "H", "H", "H", "H", "H", "C", "O", "C", "C", "N", "C", "C", "O", "C", "H", "H", "H", "H", "H", "H", "H", "H", "H", "H", "H", "H", "H", "H", "H", "C", "O", "C", "C", "N", "C", "C", "O", "C", "H", "H", "H", "H", "H", "H", "H", "H", "H", "H", "H", "H", "H", "H", "H", "C", "C", "C", "O", "C", "N", "H", "H", "H", "H", "H", "H", "H", "H", "H", "H", "H", "C", "C", "C", "O", "C", "N", "H", "H", "H", "H", "H", "H", "H", "H", "H", "H", "H"], "xyz": [[-6.442, -0.349, 7.271], [-5.322, -1.074, 7.471], [-4.376, -0.663, 8.488], [-3.762, 0.839, 8.342], [-3.163, 1.073, 6.955], [-2.650, 2.470, 6.878], [-3.753, 3.556, 6.807], [-4.860, 3.180, 5.885], [-5.870, 4.138, 5.759], [-7.300, -0.926, 7.616], [-6.500, -0.183, 6.195], [-6.554, 0.642, 7.711], [-3.643, -1.455, 8.639], [-4.977, -0.675, 9.398], [-2.934, 0.921, 9.045], [-4.600, 1.486, 8.602], [-3.923, 1.060, 6.290], [-2.110, 2.533, 5.934], [-1.908, 2.803, 7.604], [-3.373, 4.483, 6.378], [-4.124, 3.830, 7.795], [-6.277, 4.436, 6.725], [-6.780, 3.766, 5.287], [-5.408, 4.977, 5.239], [5.874, -9.174, -1.861], [5.043, -8.141, -1.265], [3.714, -8.211, -1.780], [2.926, -6.886, -1.512], [2.595, -6.799, -0.055], [1.329, -6.077, 0.139], [1.090, -5.814, 1.667], [-0.036, -4.951, 1.997], [-0.221, -4.419, 3.297], [6.775, -9.344, -1.271], [6.172, -9.111, -2.907], [5.338, -10.119, -1.777], [3.237, -9.136, -1.457], [3.828, -8.291, -2.861], [2.007, -6.921, -2.097], [3.490, -6.076, -1.975], [2.523, -7.740, 0.304], [0.571, -6.727, -0.298], [1.226, -5.155, -0.434], [1.900, -5.182, 2.031], [1.243, -6.757, 2.192], [0.342, -4.959, 4.059], [-1.240, -4.349, 3.676], [0.321, -3.473, 3.313], [-3.345, -0.079, 3.450], [-2.284, 0.773, 2.943], [-1.039, 0.056, 2.766], [0.045, 0.919, 2.131], [1.377, 0.151, 1.891], [1.291, -0.946, 0.955], [2.719, -1.078, 0.272], [2.915, -0.081, -0.765], [3.908, -0.153, -1.565], [-3.195, -0.338, 4.498], [-3.373, -0.923, 2.760], [-4.328, 0.382, 3.356], [-1.235, -0.707, 2.013], [-0.803, -0.475, 3.687], [0.180, 1.751, 2.822], [-0.210, 1.404, 1.189], [2.213, 0.700, 1.748], [0.412, -0.778, 0.332], [0.899, -1.809, 1.494], [2.524, -1.963, -0.333], [3.561, -1.413, 0.879], [4.927, -0.205, -1.183], [3.710, 0.829, -1.996], [3.737, -0.941, -2.299], [-0.779, -6.990, -7.386], [-1.014, -5.609, -7.527], [-0.100, -4.901, -6.683], [-0.443, -3.463, -6.785], [0.629, -2.684, -6.194], [0.753, -2.808, -4.694], [1.676, -1.712, -4.042], [1.365, -0.359, -4.278], [0.261, 0.208, -3.690], [-1.678, -7.461, -7.784], [-0.728, -7.300, -6.342], [0.135, -7.346, -7.862], [0.936, -5.067, -6.977], [-0.156, -5.264, -5.657], [-1.315, -3.144, -6.213], [-0.633, -3.259, -7.838], [0.708, -1.711, -6.452], [1.025, -3.819, -4.390], [-0.235, -2.706, -4.245], [2.717, -1.831, -4.341], [1.699, -1.968, -2.983], [0.272, 1.292, -3.798], [0.366, -0.035, -2.632], [-0.697, -0.069, -4.130], [-5.524, 6.895, -2.808], [-4.229, 6.420, -2.710], [-3.773, 5.121, -3.208], [-2.385, 5.050, -2.660], [-2.431, 4.375, -1.308], [-1.197, 4.618, -0.513], [0.041, 4.020, -1.294], [0.475, 4.970, -2.251], [1.371, 4.367, -3.173], [-5.700, 7.585, -1.982], [-6.286, 6.118, -2.742], [-5.726, 7.441, -3.729], [-3.902, 5.052, -4.288], [-4.285, 4.318, -2.678], [-1.969, 6.057, -2.643], [-1.730, 4.546, -3.371], [-3.113, 4.722, -0.649], [-1.292, 4.077, 0.429], [-0.946, 5.647, -0.257], [-0.468, 3.142, -1.690], [0.922, 3.807, -0.688], [1.468, 4.970, -4.076], [1.059, 3.398, -3.564], [2.390, 4.208, -2.820], [-5.333, 3.287, 1.549], [-5.665, 4.471, 2.367], [-4.896, 5.613, 2.057], [-5.222, 6.861, 2.861], [-6.643, 7.161, 2.703], [-6.741, 7.916, 1.452], [-8.130, 8.300, 1.105], [-8.960, 7.141, 0.860], [-10.295, 7.448, 0.868], [-5.833, 2.402, 1.941], [-4.252, 3.161, 1.618], [-5.588, 3.591, 0.534], [-5.146, 5.861, 1.025], [-3.819, 5.453, 2.082], [-4.655, 7.734, 2.537], [-4.881, 6.628, 3.869], [-7.255, 6.384, 2.498], [-6.322, 7.383, 0.598], [-6.171, 8.843, 1.397], [-8.228, 9.018, 0.291], [-8.451, 8.866, 1.980], [-10.631, 8.148, 0.104], [-10.537, 7.825, 1.862], [-10.936, 6.568, 0.821], [7.332, -0.407, -3.157], [8.048, 0.440, -4.218], [8.475, -0.225, -5.467], [9.645, -1.105, -5.316], [10.774, -0.505, -4.921], [7.266, 1.682, -4.472], [8.011, -1.219, -2.895], [6.403, -0.890, -3.459], [7.079, 0.001, -2.178], [8.859, 0.822, -3.598], [8.638, 0.549, -6.217], [7.661, -0.833, -5.861], [11.494, -1.108, -5.473], [10.848, -0.678, -3.847], [10.952, 0.484, -5.342], [7.337, 2.269, -3.654], [7.633, 2.069, -5.329], [4.969, -5.591, 2.467], [5.189, -5.221, 0.940], [6.094, -3.985, 0.610], [5.479, -2.884, 1.315], [6.207, -1.605, 1.214], [5.817, -6.406, 0.391], [4.683, -6.635, 2.590], [4.181, -5.035, 2.974], [5.848, -5.471, 3.100], [4.237, -4.893, 0.522], [6.039, -3.795, -0.462], [7.132, -4.183, 0.880], [7.141, -1.562, 1.775], [5.653, -0.698, 1.458], [6.536, -1.534, 0.178], [4.998, -6.845, -0.004], [6.356, -6.125, -0.415]], "lowdin_charge": [-0.171, -0.198, -0.148, -0.150, -0.037, -0.195, -0.169, -0.218, -0.125, 0.087, 0.089, 0.084, 0.111, 0.104, 0.107, 0.090, 0.066, 0.103, 0.114, 0.111, 0.107, 0.082, 0.092, 0.067, -0.074, -0.251, -0.204, -0.167, -0.066, -0.188, -0.165, -0.208, -0.110, 0.090, 0.086, 0.079, 0.121, 0.114, 0.103, 0.119, 0.110, 0.108, 0.116, 0.099, 0.117, 0.080, 0.087, 0.072, -0.082, -0.213, -0.222, -0.148, -0.069, -0.198, -0.117, -0.183, -0.211, 0.074, 0.082, 0.076, 0.101, 0.126, 0.107, 0.103, 0.093, 0.103, 0.094, 0.102, 0.101, 0.071, 0.114, 0.079, -0.129, -0.175, -0.249, -0.222, -0.070, -0.164, -0.209, -0.183, -0.116, 0.089, 0.079, 0.087, 0.130, 0.109, 0.116, 0.129, 0.102, 0.101, 0.102, 0.118, 0.101, 0.068, 0.089, 0.089, -0.138, -0.208, -0.173, -0.194, -0.037, -0.189, -0.219, -0.200, -0.110, 0.075, 0.085, 0.079, 0.122, 0.114, 0.121, 0.113, 0.079, 0.101, 0.112, 0.110, 0.120, 0.087, 0.063, 0.084, -0.032, -0.205, -0.257, -0.192, -0.018, -0.252, -0.215, -0.172, -0.158, 0.085, 0.076, 0.081, 0.097, 0.119, 0.120, 0.096, 0.102, 0.099, 0.125, 0.124, 0.120, 0.088, 0.086, 0.088, -0.062, -0.448, -0.151, -0.178, -0.180, 0.034, 0.075, 0.073, 0.059, 0.122, 0.118, 0.135, 0.092, 0.095, 0.098, 0.071, 0.053, -0.054, -0.409, -0.179, -0.212, -0.080, 0.043, 0.062, 0.050, 0.067, 0.106, 0.115, 0.123, 0.080, 0.078, 0.062, 0.021, 0.066]}